ORCA calculation (wB97M-V/def2-TZVPD) on C41H41Cl2N7O4S3V as an isolated structure in a non-equilibrium geometry.

Last column: Mulliken charge in e.
CARTESIAN COORDINATES (ANGSTROEM)
V 0.068 -1.282 0.345  0.393
C 3.723 -0.061 -0.053  -1.048
N 2.851 -1.011 -0.697  0.157
C 3.147 -2.412 -0.556  -2.245
C 2.495 -2.940 0.682  0.268
N 1.412 -2.441 1.232  1.564
C 1.238 -3.110 2.423  0.199
C 0.331 -2.938 3.463  0.012
C 0.412 -3.802 4.539  -1.566
C 1.374 -4.810 4.609  -0.630
C 2.325 -4.956 3.619  -1.226
C 2.251 -4.087 2.543  0.564
N 3.050 -3.920 1.442  0.071
C 3.108 0.595 1.150  -0.018
N 2.368 0.031 2.055  -0.158
C 2.066 1.015 2.967  0.026
C 1.331 0.973 4.148  -0.332
C 1.229 2.137 4.886  -0.646
C 1.836 3.327 4.476  -0.493
C 2.584 3.390 3.316  -1.121
C 2.683 2.226 2.573  0.658
N 3.347 1.920 1.413  0.025
H 4.655 -0.564 0.256  0.396
H 3.997 0.738 -0.754  0.441
H 2.533 -0.747 -1.616  0.372
H 2.755 -2.954 -1.426  0.400
H 4.234 -2.611 -0.485  0.584
H -0.388 -2.133 3.441  0.606
H -0.282 -3.692 5.358  0.475
H 1.380 -5.478 5.458  0.400
H 3.101 -5.701 3.691  0.445
H 3.805 -4.527 1.170  0.254
H 0.857 0.058 4.472  0.432
H 0.664 2.130 5.810  0.422
H 1.717 4.218 5.077  0.382
H 3.076 4.305 3.014  0.445
H 3.900 2.561 0.869  0.350
Cl -5.453 0.186 4.603  -0.250
C -4.009 0.101 3.649  0.129
C -3.259 1.267 3.458  -0.640
C -2.096 1.191 2.737  0.529
Cl -1.147 2.608 2.438  -0.152
C -1.599 -0.022 2.178  -0.936
O -0.462 -0.042 1.626  1.396
C -2.467 -1.174 2.289  1.399
C -2.192 -2.364 1.564  -0.918
O -1.255 -2.561 0.758  -0.416
C -3.638 -1.085 3.070  -1.215
H -3.589 2.206 3.870  0.513
H -2.912 -3.188 1.696  0.191
H -4.256 -1.962 3.183  0.466
C -4.207 1.019 -3.201  -1.208
N -3.396 0.912 -2.016  0.532
C -3.229 2.152 -1.296  -0.754
C -2.849 -0.227 -1.528  0.424
C -3.242 -1.518 -2.198  -1.249
O -2.103 -0.191 -0.559  0.237
H -3.910 1.916 -3.749  0.367
H -5.267 1.107 -2.946  0.283
H -4.073 0.163 -3.852  0.442
H -2.746 1.951 -0.344  0.008
H -2.631 2.857 -1.877  0.161
H -4.204 2.601 -1.106  0.467
H -4.325 -1.612 -2.203  0.524
H -2.803 -2.347 -1.646  -0.034
H -2.873 -1.567 -3.219  0.227
C -1.194 -5.921 -2.691  -0.850
O -1.030 -4.524 -2.549  -0.241
C -0.067 -4.071 -1.733  0.436
S 0.834 -5.086 -0.789  -0.304
S 0.177 -2.399 -1.881  -0.532
H -2.012 -6.050 -3.398  0.218
H -1.436 -6.394 -1.734  0.346
H -0.275 -6.375 -3.075  0.354
N 0.622 0.814 -0.830  -0.083
S 1.377 1.526 -1.987  0.231
C 1.439 3.336 -1.689  0.244
C 0.309 4.139 -1.682  0.236
C 0.425 5.492 -1.421  -0.703
C 1.668 6.043 -1.156  -0.567
C 2.798 5.239 -1.148  -0.808
C 2.681 3.887 -1.417  -0.743
C 0.334 1.637 -3.510  0.600
C -0.517 0.577 -3.766  0.138
C -1.224 0.543 -4.955  -0.571
C -1.067 1.557 -5.885  -0.741
C -0.199 2.606 -5.630  -0.750
C 0.517 2.641 -4.446  -0.556
H -0.240 1.252 -0.519  -0.270
H -0.654 3.712 -1.918  0.212
H -0.453 6.123 -1.454  0.452
H 1.759 7.097 -0.953  0.414
H 3.769 5.673 -0.961  0.466
H 3.557 3.256 -1.457  0.603
H -0.595 -0.222 -3.043  -0.493
H -1.873 -0.293 -5.170  0.551
H -1.610 1.528 -6.816  0.409
H -0.064 3.387 -6.362  0.410
H 1.210 3.446 -4.256  0.509

Results
<S²>   3.77
Strongest force on any atom   0.065 hartree/bohr
HOMO-LUMO gap (spin up / spin down)   5.9 / 7.4 eV
Total charge   0
2S+1   4